[1]
{
  "formula": "C4H5CsO2",
  "method": "the ωB97M-V functional and the def2-TZVPD basis",
  "symbols": ["C", "H", "Cs", "C", "O", "H", "H", "H", "O", "C", "C", "H"],
  "coordinates": [[-1.2549, 0.8028, 0.2341], [-0.8737, -0.8501, -1.1441], [4.9802, 1.2674, -2.7730], [-0.4221, -0.0331, -0.5616], [1.1978, 0.1265, -2.2464], [0.3028, -1.4551, 0.9259], [0.1031, 0.0185, 1.7961], [-2.1912, -0.3652, 1.7190], [-1.6233, -1.1062, 1.4846], [-0.3997, -0.6168, 1.0337], [0.8361, 0.5828, -1.1376], [-0.6550, 1.6285, 0.6693]],
  "forces_ev_per_angstrom": [[-0.1215, 1.0658, -0.4944], [-0.0953, 0.0156, 0.2180], [-0.3915, -0.0738, 0.1106], [-1.1951, 0.5857, 0.2508], [-0.6491, 0.1375, 0.6461], [-0.3288, 0.2112, -0.3865], [-0.2810, -0.0340, -0.6647], [0.2124, 0.1626, -0.5978], [-0.0937, -2.1919, 1.1357], [0.4485, 0.1734, 0.8876], [2.2281, -0.0161, -0.3207], [0.2670, -0.0361, -0.7846]],
  "mulliken_spin": [0.00, 0.00, 1.00, 0.03, 0.00, 0.00, 0.00, 0.00, 0.00, 0.00, -0.02, 0.00],
  "multiplicity": 2,
  "charge": -1,
  "fmax_ev_per_a": 2.470,
  "energy_ha": -325.7770,
  "s2": 0.75,
  "homo_energy_ha": [-0.03350, -0.08422]
}

=====

[2]
{
  "formula": "C21H25N3O4",
  "method": "the ωB97M-V functional and the def2-TZVPD basis",
  "symbols": ["O", "C", "H", "C", "H", "H", "H", "C", "C", "H", "H", "C", "N", "C", "C", "H", "C", "H", "C", "H", "H", "H", "H", "H", "O", "C", "C", "O", "O", "H", "H", "C", "H", "C", "C", "C", "H", "H", "H", "N", "C", "H", "C", "C", "N", "C", "H", "H", "C", "H", "H", "C", "H"],
  "coordinates": [[0.5912, 3.4699, 2.3883], [-0.3069, 0.7090, -1.3955], [-3.8205, -4.2060, -3.2978], [-1.1067, -4.8487, -1.3656], [-0.0305, 6.1875, 2.2177], [1.3010, 4.8015, 3.8051], [2.0042, 4.7862, 1.6545], [0.3805, -0.3903, -1.9319], [3.3059, 2.5622, 2.3154], [-0.4412, 2.3932, 0.4811], [-2.1874, 1.4391, -0.6177], [-1.6248, 0.5946, -0.9825], [0.0617, 2.8031, -0.2918], [-0.5343, 5.5779, 2.9646], [0.7961, 3.9964, 0.0301], [0.3514, -5.6906, 0.7606], [0.3504, 4.4160, 3.4081], [-0.0885, -6.7372, -1.3059], [-3.0070, -4.7679, -2.8637], [0.3368, -2.4730, -2.4543], [3.7392, 1.5831, 2.0992], [1.5339, 4.1506, -0.7605], [-0.1513, 3.8467, 4.1954], [4.9514, 3.7048, 1.5280], [-0.3732, -4.1671, -0.4471], [1.5155, 3.8325, 1.3803], [-0.2004, -1.6347, -2.0386], [1.2351, 2.3486, -2.1723], [2.4520, 2.8157, 1.2119], [4.0233, 4.5681, 2.7581], [5.1151, 3.2681, 3.2359], [-1.5099, -1.7577, -1.5997], [1.4609, -5.1361, -0.5271], [0.6957, -4.8222, 0.1898], [-0.8985, -6.1708, -1.7372], [4.4188, 3.5967, 2.4693], [-3.4488, -6.5716, -3.9245], [1.1212, -4.0874, 0.8711], [-4.4453, -2.9062, -0.9838], [-3.5168, -1.0367, -0.8006], [-1.7372, -6.7819, -2.6555], [2.7145, 2.4886, 3.2368], [-2.7947, -6.0902, -3.2148], [0.4227, 2.0087, -1.3346], [-2.4011, -2.8045, -1.5917], [-2.1702, -4.1408, -1.9549], [1.3937, -0.2296, -2.2673], [-0.7689, 6.2024, 3.8224], [-3.5731, -2.2923, -1.1061], [0.1164, 4.8533, 0.0842], [-1.5585, -7.8111, -2.9274], [-2.2327, -0.6482, -1.0981], [-1.4601, 5.1984, 2.5403]],
  "forces_ev_per_angstrom": [[0.0817, -0.1952, -0.2827], [-0.1297, -0.1436, -0.0552], [-0.0408, 0.0886, -0.0532], [-0.1167, 0.1306, 0.0177], [0.0109, 0.0994, -0.0642], [-0.0535, -0.0986, -0.0156], [-0.0985, -0.1495, 0.0295], [0.0264, -0.0136, -0.0298], [0.1601, 0.0119, 0.1582], [0.0158, -0.1007, -0.1344], [-0.0638, 0.1134, 0.0475], [0.1836, -0.0774, -0.0647], [-0.1008, 0.0735, 0.3438], [0.2559, -0.3459, 0.0449], [0.2725, 0.0677, 0.2836], [0.0163, 0.0321, -0.0384], [-0.1827, 0.2391, 0.1625], [0.0808, -0.0130, 0.0645], [0.1637, 0.0659, 0.1065], [0.0804, -0.0665, -0.0188], [-0.0512, 0.0657, 0.1271], [-0.1032, 0.0821, 0.1103], [0.1101, 0.1228, 0.0118], [0.0971, 0.0244, -0.0621], [-0.4394, -0.0023, -0.3295], [0.0006, 0.2567, -0.3506], [0.0843, -0.0525, -0.0449], [0.2390, -0.0864, -0.1316], [-0.1369, 0.1181, -0.0994], [0.0185, 0.1088, 0.0503], [0.0931, 0.0043, 0.1013], [-0.0569, 0.8391, 0.1122], [-0.0397, 0.0026, 0.0189], [0.2399, -0.1455, 0.1510], [0.1994, 0.0839, 0.1586], [-0.3829, -0.1958, -0.1686], [-0.0570, -0.0402, -0.0668], [0.0075, -0.0899, -0.0351], [-0.1248, -0.2320, 0.0006], [-0.5631, 0.1727, 0.1588], [-0.0899, 0.0303, -0.0585], [0.0552, -0.0719, -0.1023], [-0.0414, -0.1249, -0.0113], [-0.2594, 0.1112, 0.0566], [0.0252, 0.1634, 0.0952], [0.1747, -0.4304, -0.0639], [0.0796, 0.0090, -0.0484], [-0.0449, 0.1230, 0.0709], [-0.1894, 0.1734, 0.1688], [0.1479, -0.0017, 0.0188], [0.0202, -0.0856, -0.0247], [0.5410, -0.6422, -0.2714], [-0.1147, -0.0083, -0.0437]],
  "lowdin_charge": [-0.10, -0.14, 0.12, -0.21, 0.07, 0.12, 0.15, -0.01, -0.24, 0.13, 0.12, 0.05, 0.08, -0.07, -0.08, 0.10, -0.26, 0.10, -0.01, 0.11, 0.12, 0.13, 0.12, 0.08, -0.08, -0.38, 0.01, 0.07, -0.07, 0.06, 0.07, -0.15, 0.10, -0.07, -0.01, -0.07, 0.10, 0.10, 0.13, 0.12, -0.08, 0.12, -0.09, -0.45, 0.04, -0.13, 0.12, 0.07, -0.12, 0.12, 0.11, -0.22, 0.08],
  "multiplicity": 1,
  "charge": 0,
  "fmax_ev_per_a": 0.882,
  "energy_ha": -1280.4655,
  "e_above_lowest_kj_mol": 247.50,
  "homo_energy_ha": -0.30846,
  "smiles": "CCOC(CNC(=O)c1ccc2c(c1)ncn2-c1ccccc1OC)OCC"
}

=====

[3]
{
  "formula": "C6H15N3",
  "method": "the ωB97M-V functional and the def2-TZVPD basis",
  "symbols": ["C", "H", "C", "H", "C", "C", "H", "N", "N", "H", "H", "H", "H", "H", "H", "H", "H", "C", "H", "H", "H", "H", "N", "C"],
  "coordinates": [[1.9214, 1.1031, -0.4005], [2.5347, 1.2925, -1.4262], [-2.3365, 0.1021, 1.1203], [-0.7957, -2.0736, 2.5354], [0.3258, -2.1076, 2.4769], [0.7643, 0.1091, -0.7611], [0.6554, -1.5096, 3.2401], [-1.2092, 0.4112, 0.1952], [-0.1733, 0.7023, -1.7342], [-2.0919, -0.6521, 1.7522], [-0.4313, 1.7676, -3.3845], [0.2987, 0.1070, -3.5909], [1.3126, -0.8186, -0.9302], [0.3201, -3.2792, 2.4600], [-3.2861, -0.1345, 0.4816], [2.5000, 0.6440, 0.4050], [-2.2691, 1.3715, -1.3460], [0.1873, 1.0057, -3.0998], [1.6717, 1.9790, 0.1719], [1.2653, 1.5545, -3.1781], [-2.5098, 0.9381, 1.6811], [0.8425, -1.9196, 1.5218], [-0.0522, -0.0241, 0.3589], [-1.2924, 0.9269, -1.1007]],
  "forces_ev_per_angstrom": [[1.9491, 0.0821, -1.4580], [-1.3099, -0.3677, 2.8251], [-2.2085, 0.6746, -3.9331], [0.7305, 0.7704, -0.8840], [-2.3390, -4.2836, -2.6121], [-0.6593, 1.7665, 0.7070], [1.4263, 0.6495, 2.1554], [1.3020, -1.1395, -0.8585], [-0.7006, -0.0126, 1.4283], [1.1031, -2.4950, 1.4671], [-2.0383, 1.2826, -1.6726], [-0.3350, -1.7613, -1.6531], [-0.5244, -0.3830, -0.7256], [1.0270, 2.0291, 1.2159], [1.8743, 0.3556, 1.0546], [0.4996, -0.7265, -0.7303], [0.7976, 0.0544, -0.8096], [4.0805, 2.2320, 1.4817], [-0.9660, 0.8990, -0.6939], [-2.2965, -1.4408, 0.6951], [-0.6264, 2.4255, 1.4215], [-0.7342, 0.3801, 0.3711], [0.3945, -0.9975, 2.2782], [-0.4463, 0.0060, -1.0703]],
  "lowdin_charge": [0.05, 0.17, 0.13, 0.02, -0.04, -0.22, -0.01, -0.01, 0.03, 0.05, 0.09, 0.11, 0.21, 0.09, 0.18, 0.11, 0.21, 0.08, 0.10, 0.19, 0.09, -0.01, 0.24, 0.14],
  "multiplicity": 1,
  "charge": 2,
  "fmax_ev_per_a": 5.536,
  "energy_ha": -401.0497,
  "e_above_lowest_kj_mol": 594.27,
  "homo_energy_ha": [-0.65447, -0.65448]
}

=====

[4]
{
  "formula": "C23H30BCoN12",
  "method": "the ωB97M-V functional and the def2-TZVPD basis",
  "symbols": ["C", "H", "H", "C", "H", "N", "N", "H", "C", "C", "H", "H", "H", "C", "B", "H", "H", "C", "C", "C", "H", "N", "C", "C", "N", "C", "H", "N", "H", "H", "H", "N", "H", "C", "H", "N", "H", "C", "N", "C", "C", "H", "H", "H", "C", "H", "C", "N", "H", "H", "H", "C", "H", "H", "C", "C", "N", "C", "N", "Co", "C", "H", "N", "C", "H", "H", "H"],
  "coordinates": [[3.5349, -2.5387, -1.6697], [-2.1857, 3.6457, -0.9766], [-3.9929, 2.8735, 2.0074], [1.0197, 0.9925, -5.1207], [-1.9322, 1.2063, 4.6212], [0.2020, 0.7452, -2.5392], [-1.5841, 0.7220, 1.8569], [0.9471, -0.2015, 4.7589], [3.0245, -2.5605, -0.3843], [-1.6742, -3.3247, 0.4175], [-3.0711, -0.0497, 4.1330], [3.3086, -1.6067, -3.6124], [-3.4324, 2.4164, -1.4285], [-1.3880, -2.3321, -0.5197], [-0.6095, -0.3513, 2.3753], [3.4943, 1.9984, 2.6077], [-2.1093, -4.2891, 0.2177], [2.9632, -1.6784, -2.5920], [1.7849, 0.6550, 2.9752], [-2.8058, 0.9991, 4.0041], [3.4360, -3.2129, 0.3727], [-0.8063, -1.5802, 1.4583], [2.0887, 1.5518, 0.9586], [-2.9873, 2.9977, -0.6195], [1.6863, 0.1169, -4.3126], [1.9100, -0.8839, -2.1874], [1.5572, -1.7325, 0.9410], [0.8088, 0.2230, 2.1467], [4.3608, -3.1772, -1.9517], [2.6651, -0.5209, 4.5158], [-3.6310, 1.6055, 4.3694], [-0.0141, 1.7254, -4.7297], [-2.5317, -2.7549, -2.2641], [-2.5534, 2.1380, 0.5152], [-1.8624, 2.9111, -3.7587], [1.4116, -0.9007, -0.9465], [-1.5074, -1.3308, -2.4165], [-3.1758, 2.2228, 1.7480], [-1.4248, 2.3065, -3.0818], [-1.3089, -2.8189, 1.6533], [1.8789, 0.2260, 4.4000], [0.9811, 1.7294, -7.0004], [-3.7732, 3.6617, -0.2682], [2.8425, 3.3099, 0.0241], [-1.3862, -3.4537, 3.0002], [-0.7982, -2.9508, -2.4816], [2.6175, 1.4877, 2.2480], [-0.8882, -1.2856, 0.1410], [1.8262, 2.3297, -1.0277], [-0.5965, -4.1977, 3.1093], [2.1371, 1.0764, 5.0287], [1.2379, 0.0521, -3.1006], [-1.2825, -2.7257, 3.7996], [-0.8061, -0.6110, 3.5150], [-2.5451, 1.3203, 2.5702], [1.9681, -1.7334, -0.0537], [1.4453, 1.0984, -6.3678], [-1.5617, -2.3369, -2.0008], [0.9887, 0.7976, 0.9353], [-0.0967, 0.2770, -0.4861], [2.5808, 2.2871, -0.2419], [-1.7986, 2.2448, -2.1577], [-1.5589, 1.2087, 0.5554], [-0.3914, 1.5820, -3.4664], [3.4761, 1.8147, -0.6494], [-2.3400, -3.9657, 3.1156], [2.2277, 0.5501, -6.6824]],
  "forces_ev_per_angstrom": [[-0.0011, 0.0391, -0.1061], [-0.0156, -0.0258, -0.0587], [-0.0032, 0.0087, -0.0194], [0.0911, 0.0209, -0.2083], [0.0049, 0.0037, -0.0007], [-0.1798, 0.3596, -0.6547], [0.1009, -0.0196, -0.2676], [-0.0176, -0.0013, -0.0170], [-0.0342, -0.0272, 0.1684], [-0.0340, -0.0070, -0.1435], [-0.0019, -0.0045, -0.0041], [-0.0103, 0.0092, -0.0011], [-0.0061, 0.0240, -0.0298], [0.0330, -0.0241, -0.1044], [0.0524, -0.0534, 0.0775], [0.0049, 0.0133, -0.0022], [-0.0090, -0.0032, -0.0090], [0.0686, -0.0601, 0.0107], [-0.1842, -0.2509, 0.0424], [-0.0769, 0.0808, -0.0314], [-0.0050, 0.0006, 0.0042], [-0.3110, -0.0349, -0.0041], [0.0674, 0.0151, -0.0996], [0.0366, 0.0805, -0.0780], [-0.1381, 0.0819, 0.0663], [-0.0746, 0.0680, -0.0065], [-0.0498, 0.0026, 0.0935], [-0.0243, 0.2956, 0.1115], [0.0044, -0.0065, 0.0131], [0.0024, 0.0003, 0.0032], [-0.0003, 0.0079, -0.0221], [0.0391, -0.0892, 0.1950], [0.0017, -0.0136, 0.0069], [0.1819, -0.1628, 0.0582], [-0.0030, -0.0036, 0.0092], [0.2846, -0.1665, -0.2361], [-0.0146, 0.0015, 0.0045], [-0.1359, 0.1134, -0.0074], [-0.1176, 0.0624, 0.0077], [0.1811, 0.1611, 0.1839], [0.0469, 0.0788, -0.0308], [0.0131, -0.0022, -0.0111], [0.0010, -0.0276, 0.0562], [0.0062, -0.0019, 0.0091], [-0.0552, -0.0291, -0.0809], [0.0088, -0.0066, 0.0135], [0.0530, 0.0843, -0.1090], [0.2320, 0.0008, 0.5271], [-0.0121, 0.0103, 0.0060], [-0.0008, -0.0042, 0.0041], [0.0136, -0.0053, -0.0008], [-0.0660, -0.0187, 0.2385], [0.0034, 0.0206, -0.0049], [0.0319, -0.0072, -0.0501], [0.1925, -0.2426, 0.2089], [-0.0148, 0.0645, -0.1192], [-0.0193, -0.0022, 0.0515], [0.0131, -0.0316, -0.0022], [-0.1921, -0.4522, 0.4214], [0.3629, -0.1218, -0.2594], [0.0356, -0.0154, -0.0010], [0.0383, -0.0298, -0.0140], [-0.4810, 0.3496, 0.2063], [0.0733, -0.0812, -0.0121], [0.0035, -0.0127, 0.0129], [0.0082, -0.0123, 0.0006], [-0.0026, -0.0007, -0.0048]],
  "lowdin_charge": [0.01, 0.09, 0.13, -0.40, 0.09, 0.11, 0.05, 0.07, 0.01, 0.06, 0.09, 0.13, 0.09, -0.27, -0.48, 0.13, 0.13, 0.04, -0.22, 0.01, 0.13, 0.06, -0.27, -0.03, 0.21, -0.18, 0.12, 0.06, 0.13, 0.10, 0.10, 0.19, 0.10, -0.28, 0.14, 0.06, 0.06, 0.04, 0.21, -0.22, 0.02, 0.13, 0.10, 0.10, 0.02, 0.10, 0.06, -0.01, 0.06, 0.10, 0.10, -0.28, 0.07, 0.11, -0.23, -0.05, 0.22, 0.01, -0.01, 0.75, 0.01, 0.03, 0.06, -0.41, 0.10, 0.10, 0.13],
  "multiplicity": 1,
  "charge": 2,
  "fmax_ev_per_a": 0.768,
  "energy_ha": -2958.8151,
  "homo_energy_ha": [-0.53494, -0.53491]
}

=====

[5]
{
  "formula": "C14H19N3O",
  "method": "the ωB97M-V functional and the def2-TZVPD basis",
  "symbols": ["H", "H", "C", "H", "N", "C", "H", "H", "H", "C", "C", "H", "H", "N", "H", "C", "N", "C", "H", "H", "C", "C", "C", "O", "C", "H", "C", "H", "H", "C", "H", "H", "H", "H", "C", "H", "C"],
  "coordinates": [[-1.2688, 0.6152, -1.4295], [-5.2341, -2.1385, 0.1440], [-1.1013, -1.5575, -0.0455], [-2.8223, -2.7810, 0.2840], [1.7288, -1.2089, -0.3477], [-2.5119, -1.7576, 0.5075], [-0.4522, -2.3460, 0.3357], [-5.6822, -0.4363, 0.0243], [-1.1044, -1.6476, -1.1335], [5.4031, -0.8048, -0.3616], [3.0392, -0.8216, -0.2123], [6.4078, 0.8682, 0.5180], [-2.4901, -1.6524, 1.5944], [-0.9671, 0.8607, -0.5003], [4.3336, 1.9802, 1.2892], [5.4486, 0.4113, 0.3241], [1.7927, 0.7254, 0.7584], [-1.4625, 3.1156, -1.1582], [-4.9924, -1.0642, 1.5211], [-2.4838, 2.8364, -1.4067], [-3.5519, -0.7968, -0.0662], [1.0292, -0.2777, 0.2331], [4.2100, -1.4374, -0.6397], [-0.4023, 2.5138, 0.9190], [4.2997, 1.0404, 0.7588], [-3.3056, 0.2270, 0.2194], [3.0963, 0.4112, 0.4838], [-0.7213, 0.0415, 1.3730], [6.3310, -1.2569, -0.6801], [-0.4661, -0.2232, 0.3375], [1.4179, 1.5532, 1.2023], [4.1734, -2.3761, -1.1688], [-1.4508, 4.1222, -0.7509], [-0.8621, 3.0920, -2.0655], [-4.9522, -1.1293, 0.4362], [-3.5384, -0.8581, -1.1575], [-0.8872, 2.1574, -0.1396]],
  "forces_ev_per_angstrom": [[-0.0436, 0.1023, 0.0318], [-0.0786, -0.1096, -0.0005], [-0.0993, 0.0474, 0.3460], [-0.0226, -0.0457, 0.0656], [-0.5274, -0.3385, -0.1083], [0.0858, 0.2606, -0.3462], [0.0211, 0.0202, -0.1214], [-0.1386, 0.0197, 0.0129], [0.0710, -0.0915, -0.0814], [0.1282, -0.1478, -0.0908], [0.2223, 0.6847, 0.3299], [0.0650, 0.0427, 0.0198], [-0.0169, -0.0699, 0.0836], [0.0219, -0.2914, -0.0780], [0.0509, 0.0912, 0.0511], [0.0363, 0.1255, 0.0655], [-0.0750, 0.0587, 0.0830], [0.0801, 0.1247, 0.2089], [-0.0545, -0.0101, 0.1249], [-0.0755, -0.0177, -0.0629], [-0.1591, -0.2158, 0.3204], [0.0932, 0.0175, 0.1153], [-0.0625, 0.0653, 0.0390], [0.1487, 0.1776, 0.4325], [0.0032, 0.1262, 0.0716], [0.0031, 0.0177, -0.0958], [0.3196, -0.5516, -0.3285], [-0.0010, -0.0877, -0.1404], [0.0671, -0.0400, -0.0268], [0.0507, -0.0529, 0.0876], [-0.0570, -0.0549, -0.0695], [-0.0031, -0.1140, -0.0659], [0.0125, -0.0093, 0.0081], [0.0198, 0.0005, -0.0925], [0.1554, 0.1260, -0.1563], [0.0634, 0.0833, -0.0761], [-0.3045, 0.0563, -0.5563]],
  "lowdin_charge": [0.15, 0.07, -0.16, 0.11, 0.17, -0.21, 0.11, 0.07, 0.12, -0.11, -0.23, 0.10, 0.12, 0.10, 0.11, -0.10, 0.18, 0.01, 0.07, 0.08, -0.28, -0.28, -0.02, 0.04, -0.03, 0.10, -0.19, 0.16, 0.10, -0.23, 0.14, 0.11, 0.08, 0.09, -0.11, 0.11, -0.53],
  "multiplicity": 1,
  "charge": 0,
  "fmax_ev_per_a": 0.792,
  "energy_ha": -784.4451,
  "e_above_lowest_kj_mol": 0.00,
  "homo_energy_ha": -0.30699,
  "smiles": "CCCC[C@H](NC(C)=O)c1nc2ccccc2[nH]1"
}